C27H19F5N6O4TeV | the ωB97M-V functional and the def2-TZVPD basis

Element x y z (Å)
V  0.5488  -0.2215  -0.4822
O  2.0933  -4.1292  -0.2306
C  1.4738  -3.0741  -0.1546
N  1.8558  -1.8202  -0.3982
C  3.1618  -1.3637  -0.5165
C  4.2381  -2.0223  -1.0942
C  5.4633  -1.3724  -1.1584
C  5.6036  -0.0861  -0.6556
C  4.5298  0.5723  -0.0679
C  3.2990  -0.0658  0.0167
N  2.0730  0.4771  0.5035
C  2.1167  1.3477  1.5859
O  3.1538  1.7880  2.0445
C  0.8105  1.7833  2.1871
C  0.6971  3.1154  2.5653
C  -0.4993  3.5460  3.1020
C  -1.5161  2.6218  3.2783
C  -1.2894  1.3096  2.9036
N  -0.1540  0.8845  2.3540
C  0.0488  -3.0402  0.3723
C  -0.6791  -4.1910  0.5918
C  -1.9786  -4.0720  1.0626
C  -2.4961  -2.8095  1.3008
C  -1.6957  -1.7037  1.0621
N  -0.4479  -1.8217  0.6233
H  4.0993  -3.0214  -1.4818
H  6.3112  -1.8717  -1.6116
H  6.5599  0.4179  -0.7194
H  4.6475  1.5688  0.3278
H  1.5261  3.7841  2.3927
H  -0.6435  4.5853  3.3655
H  -2.4765  2.9104  3.6830
H  -2.0677  0.5669  3.0456
H  -0.2104  -5.1415  0.3790
H  -2.5845  -4.9533  1.2316
H  -3.5086  -2.6708  1.6530
H  -2.0538  -0.6937  1.1991
O  -0.3502  -1.2538  -1.7996
C  0.0426  -1.7661  -2.9431
C  -0.5170  -2.9718  -3.3910
C  -0.1129  -3.5295  -4.5858
C  0.8551  -2.9075  -5.3740
C  1.3967  -1.7097  -4.9524
C  0.9926  -1.1253  -3.7524
C  1.4865  0.1638  -3.3188
N  1.4826  0.6187  -2.0738
C  2.0313  1.8920  -2.0883
C  2.3705  2.1916  -3.3604
N  2.0378  1.0906  -4.1192
H  -1.2651  -3.4459  -2.7685
H  -0.5477  -4.4675  -4.9088
H  1.1854  -3.3608  -6.2987
H  2.1662  -1.2308  -5.5478
H  2.0911  2.4966  -1.1991
H  2.7953  3.0800  -3.7891
H  2.0353  1.0405  -5.1217
F  -1.7899  4.4976  -2.4532
Te  -1.1953  2.9972  -1.4937
F  0.5484  3.9392  -0.4635
F  -2.0709  3.8102  0.0399
F  -2.9425  2.2069  -1.6726
F  -0.8998  2.1924  -3.4146
O  -0.6520  0.7794  -0.3497

Properties
Total charge: -1
E_LUMO (spin up / spin down) (eV): 1.05 / 1.05
Energy above the lowest of the compared OMol25 structures with the same formula, charge and spin (eV): 0.845
Multiplicity: 1
Kohn-Sham gap (spin up / spin down) (eV): 6.57 / 6.57
Energy (Ha): -3381.440358

Mulliken population analysis, charges in e, atoms 1 to 6: V -0.56; O -0.78; C -0.04; N 0.99; C -0.03; C -0.79

---

C27H19N3PdSTe4 | the ωB97M-V functional and the def2-TZVPD basis

Element x y z (Å)
Pd  -0.7383  2.2687  -1.8990
N  3.2934  1.5044  -0.1626
C  4.3194  1.5598  -1.0719
C  5.6423  1.5947  -0.6318
C  6.6773  1.6389  -1.5403
C  6.4172  1.6735  -2.9070
C  5.1155  1.6259  -3.3630
C  4.0697  1.5473  -2.4558
S  2.4389  1.1803  -2.9882
N  1.5122  1.6434  -1.7059
C  1.9529  1.6741  -0.4336
C  1.0244  1.7681  0.6386
C  1.3568  1.5255  1.9969
C  0.3796  1.4609  2.9490
C  -0.9593  1.6640  2.5775
C  -1.2212  1.9567  1.2616
N  -0.2846  2.0318  0.3230
H  3.5679  1.5182  0.8072
H  5.8358  1.5727  0.4305
H  7.6938  1.6429  -1.1819
H  7.2346  1.7087  -3.6085
H  4.9025  1.6168  -4.4201
H  2.3835  1.3547  2.2827
H  0.6254  1.2446  3.9780
H  -1.7628  1.6001  3.2898
H  -2.2442  2.1442  0.9266
Te  -1.4240  1.8320  -4.3636
Te  -3.2367  2.4419  -2.4220
Te  -1.9483  4.4954  -1.1290
Te  0.5230  4.6422  -2.1235
C  -1.0407  0.2948  -1.6700
C  -1.5629  -0.5135  -0.9033
C  -2.0730  -1.5047  -0.0891
C  -1.3159  -1.8727  1.0914
C  -1.9746  -2.0673  2.3131
C  -1.2600  -2.3627  3.4544
C  0.1191  -2.4992  3.3984
C  0.7834  -2.3131  2.1948
C  0.0781  -1.9844  1.0552
C  -3.3667  -2.0731  -0.3561
C  -3.7169  -3.3360  0.1500
C  -4.9664  -3.8636  -0.0941
C  -5.8937  -3.1570  -0.8470
C  -5.5519  -1.9214  -1.3797
C  -4.3028  -1.3909  -1.1467
H  -3.0485  -1.9524  2.3658
H  -1.7798  -2.4805  4.3954
H  0.6699  -2.7584  4.2900
H  1.8578  -2.4275  2.1469
H  0.5894  -1.8463  0.1121
H  -2.9890  -3.9078  0.7085
H  -5.2180  -4.8359  0.3044
H  -6.8755  -3.5717  -1.0186
H  -6.2642  -1.3689  -1.9746
H  -4.0418  -0.4175  -1.5557

Properties
E_LUMO (spin up / spin down) (eV): -2.04 / -2.04
Energy above the lowest of the compared OMol25 structures with the same formula, charge and spin (eV): 1.005
Multiplicity: 1
Kohn-Sham gap (spin up / spin down) (eV): 3.82 / 3.82
Energy (Ha): -2802.572287

Mulliken population analysis, charges in e, atoms 1 to 6: Pd -0.18; N -0.07; C 0.31; C -0.65; C -0.61; C -0.60

---

C27H20AuNO3PS2 | the ωB97M-V functional and the def2-TZVPD basis

Element x y z (Å)
Au  0.0196  1.5648  0.2920
S  -0.0966  5.9593  1.2115
C  -0.8272  5.7421  -0.3180
C  -0.8000  4.4469  -0.7515
C  -0.1694  3.6036  0.1689
C  0.2562  4.2576  1.2983
C  0.8957  3.6086  2.3995
C  1.2498  4.2462  3.5940
C  1.8261  3.5046  4.6046
C  2.0675  2.1491  4.3989
C  1.7031  1.5895  3.1886
N  1.1275  2.2977  2.2327
H  -1.2530  6.5906  -0.8146
H  -1.2096  4.1248  -1.6907
H  1.0571  5.3016  3.7058
H  2.0762  3.9677  5.5470
H  2.5321  1.5413  5.1569
H  1.8833  0.5472  2.9700
O  -0.8913  -0.5289  1.4839
S  -2.3542  -0.1199  1.2521
O  -3.0759  0.0245  2.4628
O  -2.3133  1.0227  0.3365
C  -2.8293  -1.4803  0.2237
C  -4.0340  -2.1413  0.1964
C  -4.1972  -3.1612  -0.7326
C  -3.1796  -3.4578  -1.6273
C  -1.9856  -2.7517  -1.6143
C  -1.7949  -1.7604  -0.6560
P  -0.2286  -0.8426  -0.4277
C  0.9989  -2.0341  0.1694
C  1.4786  -3.0199  -0.6925
C  2.4119  -3.9337  -0.2344
C  2.8716  -3.8704  1.0718
C  2.3951  -2.8906  1.9273
C  1.4654  -1.9714  1.4783
C  0.2009  -0.5303  -2.1990
C  1.5286  -0.5385  -2.6176
C  1.8173  -0.3731  -3.9593
C  0.7963  -0.1406  -4.8697
C  -0.5163  -0.0336  -4.4326
C  -0.8165  -0.2032  -3.0940
H  -4.8092  -1.8699  0.8962
H  -5.1168  -3.7220  -0.7660
H  -3.3127  -4.2571  -2.3394
H  -1.2224  -2.9733  -2.3443
H  1.1322  -3.0730  -1.7150
H  2.7799  -4.7029  -0.8965
H  3.5970  -4.5866  1.4248
H  2.7422  -2.8464  2.9477
H  1.0760  -1.2114  2.1361
H  2.3191  -0.7113  -1.8996
H  2.8420  -0.4208  -4.2938
H  1.0251  -0.0174  -5.9169
H  -1.3054  0.1878  -5.1345
H  -1.8334  -0.1024  -2.7380

Properties
<S²>: 2.01
Total charge: +1
E_LUMO (spin up / spin down) (eV): -2.78 / -5.67
Energy above the lowest of the compared OMol25 structures with the same formula, charge and spin (eV): 1.076
Multiplicity: 3
Kohn-Sham gap (spin up / spin down) (eV): 8.30 / 5.37
Energy (Ha): -2594.462694

Mulliken population analysis, charges in e, atoms 1 to 6: Au 0.78; S -0.18; C -0.40; C -0.61; C 0.03; C -0.27

---

C27H20BrF5N6O4STi | the ωB97M-V functional and the def2-TZVPD basis

Element x y z (Å)
Ti  -0.0065  0.9309  0.2770
N  2.5837  3.7251  -2.0467
C  1.7391  2.7301  -1.6276
S  0.2564  3.1522  -0.8834
N  2.1195  1.5032  -1.9024
N  1.2080  0.5954  -1.4643
C  1.2538  -0.5860  -1.9930
C  2.2647  -0.9834  -3.0036
C  3.6038  -1.0791  -2.6326
C  4.5550  -1.4753  -3.5577
C  4.1802  -1.7738  -4.8626
C  2.8487  -1.6778  -5.2373
C  1.8932  -1.2875  -4.3077
C  0.2407  -1.5120  -1.5211
C  0.2023  -2.8508  -1.9187
C  -0.8003  -3.6669  -1.4454
C  -1.7562  -3.1290  -0.5896
C  -1.6419  -1.8035  -0.2288
N  -0.6681  -0.9976  -0.6673
H  2.5137  4.5826  -1.5243
H  3.5214  3.4108  -2.2462
H  3.8835  -0.8330  -1.6160
H  5.5939  -1.5492  -3.2612
H  4.9262  -2.0790  -5.5864
H  2.5526  -1.9040  -6.2541
H  0.8514  -1.2076  -4.5967
H  0.9709  -3.2248  -2.5797
H  -0.8401  -4.7104  -1.7303
H  -2.5673  -3.7259  -0.1969
H  -2.3569  -1.3515  0.4433
C  -3.1431  0.6219  2.9793
C  -1.9433  -0.2556  2.9260
N  -0.8957  -0.1787  2.1248
C  -0.0432  -1.1872  2.5050
C  -0.5871  -1.9006  3.5290
N  -1.7879  -1.2899  3.7810
C  -0.1742  -3.0758  4.3302
O  0.9894  -3.6038  4.0438
O  -0.9132  -3.4898  5.2019
C  1.2576  -1.3374  1.8048
O  2.0199  -2.2670  2.1349
O  1.4590  -0.4923  0.8947
H  -2.8542  1.6445  3.2158
H  -3.8292  0.2597  3.7452
H  -3.6566  0.6453  2.0192
H  -2.4120  -1.5824  4.5165
H  1.4521  -3.0962  3.2721
Br  -6.5021  3.3747  -0.0211
C  -4.7278  2.6691  0.0027
C  -4.4373  1.5337  -0.7280
C  -3.1403  1.0239  -0.6891
C  -2.1134  1.5953  0.0701
C  -2.4665  2.7685  0.7587
C  -3.7463  3.3100  0.7381
H  -5.2044  1.0574  -1.3261
H  -2.9439  0.1505  -1.3010
H  -1.7198  3.2843  1.3543
H  -3.9780  4.2132  1.2887
F  0.1191  3.0641  2.6521
C  0.9642  2.0984  2.0867
F  1.2041  1.2290  3.1543
C  2.3197  2.8236  1.9579
F  2.2192  4.0100  1.3385
F  2.9021  3.0810  3.1471
F  3.1877  2.0761  1.2531

Properties
<S²>: 0.77
Total charge: -1
E_LUMO (spin up / spin down) (eV): 2.07 / 1.78
Multiplicity: 2
Kohn-Sham gap (spin up / spin down) (eV): 6.13 / 7.15
Energy (Ha): -5991.662883

Mulliken population analysis, charges in e, atoms 1 to 6: Ti -0.73; N -0.51; C 0.36; S -0.46; N -1.50; N 1.51